ORCA calculation (the ωB97M-V functional and the def2-TZVPD basis) on a 2-piece molecular cluster, CH5INO overall.

Calculated values
Total charge = +1
HOMO = -14.3505 eV
Molecular weight = 173.96 g mol⁻¹
Relative energy (zero: lowest compared OMol25 entry of this formula, charge and spin) = 1.639 eV
Gap between HOMO and LUMO = 10.08 eV

Atoms and positions in Å:
I1 -2.4091 0.0396 -0.1241
O1 0.1850 -1.4500 -0.0760
N1 0.5380 0.7517 -0.3800
C1 -0.3507 -0.2730 0.3641
H1 0.5630 0.7241 -1.3386
H2 0.4687 1.7644 -0.2440
H3 -0.2042 -0.0652 1.8203
H4 -0.3712 -2.1384 0.2315
H5 1.5805 0.6468 -0.2533

Forces on atoms 1 to 3 (eV/Å):
I 0.338 0.060 0.039
O 0.515 1.716 -0.113
N 2.508 1.148 2.645